Formula: C3H4OS
Source: the OMol25 dataset
Level of theory: wB97M-V/def2-TZVPD

CARTESIAN COORDINATES (ANGSTROEM)
C -0.569 0.148 -0.210
C -0.755 -0.216 1.035
C 0.421 0.354 -1.280
O -1.347 2.465 -1.132
S -1.287 1.056 -1.511
H -1.701 -0.059 1.316
H 0.173 -0.718 1.589
H 1.169 1.194 -1.224
H 0.925 -0.457 -1.867

Largest force on an atom ... 5.44 eV/Å
LUMO ... 0.0185 Ha
M ... 88.13 g/mol
Energy above the lowest of the compared OMol25 structures with the same formula, charge and spin ... 68.3 kcal per mole
2S+1 ... 1